{"formula": "C39H38N4O2PtSSb", "method": "wB97M-V/def2-TZVPD", "species": ["Pt", "C", "O", "C", "C", "C", "C", "C", "C", "N", "N", "C", "C", "O", "C", "C", "C", "C", "C", "C", "C", "C", "H", "H", "H", "H", "H", "H", "H", "H", "H", "H", "H", "H", "H", "N", "C", "N", "S", "H", "H", "H", "H", "C", "C", "C", "C", "C", "C", "C", "Sb", "C", "C", "C", "C", "C", "C", "C", "C", "C", "C", "C", "C", "C", "C", "H", "H", "H", "H", "H", "H", "H", "H", "H", "H", "H", "H", "H", "H", "H", "H", "H", "H", "H", "H", "H"], "positions_angstrom": [[0.5563, 1.4396, -0.4121], [2.4912, 4.6473, 0.8451], [1.2826, 3.9526, 0.6013], [0.2041, 4.7367, 0.2752], [0.2307, 6.1271, 0.3119], [-0.8717, 6.8758, -0.0629], [-2.0121, 6.2471, -0.5285], [-2.0596, 4.8713, -0.5527], [-0.9860, 4.0920, -0.1061], [-1.1633, 2.6978, 0.0070], [-2.3837, 2.3885, 0.0952], [-3.0746, 1.2796, 0.1575], [-2.4821, -0.0289, 0.0453], [-1.2388, -0.1731, -0.1012], [-3.3626, -1.1546, 0.0954], [-4.7057, -1.0110, 0.1894], [-5.3224, 0.2706, 0.2648], [-6.7166, 0.4149, 0.3252], [-7.2864, 1.6598, 0.4368], [-6.4764, 2.7928, 0.5138], [-5.1076, 2.6760, 0.4449], [-4.5063, 1.4213, 0.2916], [2.3955, 5.3018, 1.7137], [2.7906, 5.2324, -0.0286], [3.2555, 3.9069, 1.0499], [1.1117, 6.6542, 0.6369], [-0.8235, 7.9522, -0.0122], [-2.8558, 6.8254, -0.8681], [-2.9325, 4.3610, -0.9285], [-2.9007, -2.1289, 0.0544], [-5.3444, -1.8839, 0.2250], [-7.3365, -0.4678, 0.2735], [-8.3594, 1.7696, 0.4586], [-6.9284, 3.7674, 0.6249], [-4.4812, 3.5515, 0.5136], [5.0395, 1.8518, -0.7476], [3.7422, 1.7558, -0.4392], [3.3700, 1.5862, 0.8372], [2.5835, 1.8524, -1.6563], [5.7636, 1.6973, -0.0656], [5.2991, 1.8818, -1.7193], [4.0286, 1.6447, 1.5982], [2.3656, 1.6492, 1.0267], [1.9125, -4.8126, -0.4251], [3.0764, -3.9473, -0.0568], [4.3042, -4.5432, 0.2131], [5.4098, -3.7961, 0.5727], [5.3008, -2.4219, 0.6761], [4.0834, -1.8183, 0.4129], [2.9723, -2.5622, 0.0469], [1.1065, -1.4434, -0.2465], [0.1021, -2.1258, 1.5542], [-0.6456, -3.2888, 1.5874], [-1.2731, -3.6963, 2.7547], [-1.1753, -2.9177, 3.8925], [-0.4448, -1.7448, 3.8575], [0.2038, -1.3366, 2.6986], [0.9980, -0.0649, 2.7036], [0.3046, -2.3213, -2.0587], [-0.8842, -3.0338, -2.0537], [-1.4069, -3.5459, -3.2295], [-0.7559, -3.3098, -4.4262], [0.4173, -2.5782, -4.4342], [0.9699, -2.0795, -3.2598], [2.2372, -1.2862, -3.3254], [2.2182, -5.8546, -0.4873], [1.4895, -4.5159, -1.3857], [1.1360, -4.7373, 0.3351], [4.3917, -5.6184, 0.1458], [6.3506, -4.2832, 0.7755], [6.1572, -1.8280, 0.9632], [3.9906, -0.7430, 0.4924], [-0.7434, -3.9051, 0.7054], [-1.8335, -4.6189, 2.7689], [-1.6720, -3.2160, 4.8033], [-0.3722, -1.1322, 4.7451], [0.9789, 0.3991, 3.6867], [0.5675, 0.6438, 1.9750], [2.0354, -0.2789, 2.4382], [-1.4103, -3.2025, -1.1271], [-2.3208, -4.1204, -3.2094], [-1.1628, -3.6852, -5.3530], [0.9136, -2.3783, -5.3718], [2.7367, -1.4401, -4.2781], [2.9246, -1.5698, -2.5276], [2.0155, -0.2229, -3.2307]], "forces_ev_per_a": [[-1.722, -3.821, -0.618], [0.111, 0.283, 0.053], [-0.170, 0.332, 0.239], [-0.254, -0.240, -0.104], [0.133, -0.001, -0.014], [-0.037, -0.062, -0.064], [0.081, 0.124, 0.011], [0.282, -0.146, 0.002], [-0.256, 1.109, 0.022], [1.405, -0.288, -0.665], [-0.084, 0.880, 0.353], [0.680, -1.198, -0.268], [-0.601, 0.984, 0.073], [1.345, 0.512, -0.285], [0.082, -0.447, 0.091], [0.376, 0.011, -0.032], [-0.026, 0.546, 0.031], [0.012, 0.079, 0.015], [-0.132, -0.112, -0.052], [0.136, -0.044, -0.017], [-0.089, 0.059, 0.005], [-0.448, -0.050, 0.124], [0.049, 0.024, -0.012], [-0.035, 0.021, 0.039], [-0.072, 0.036, 0.017], [0.108, -0.025, 0.032], [0.035, 0.100, -0.001], [-0.104, 0.054, -0.053], [-0.036, 0.025, 0.030], [-0.035, -0.099, 0.008], [0.008, -0.085, -0.053], [-0.073, -0.104, 0.023], [-0.105, -0.039, 0.051], [-0.018, 0.071, 0.007], [0.018, 0.052, -0.001], [-0.059, -0.099, 0.037], [0.038, 0.004, 0.689], [0.208, 0.055, -0.238], [-1.300, 0.497, 0.446], [-0.016, 0.011, -0.024], [0.069, 0.025, 0.037], [0.024, -0.033, -0.011], [0.405, -0.036, 0.042], [-0.030, -0.087, -0.074], [-0.078, -0.204, -0.032], [0.004, -0.007, -0.007], [0.051, 0.075, 0.033], [0.109, 0.040, 0.033], [0.025, 0.286, -0.020], [-0.460, 0.627, -0.129], [0.207, 0.173, -0.048], [0.161, 0.283, -0.591], [-0.048, -0.249, -0.160], [-0.042, -0.038, 0.017], [-0.089, -0.077, 0.000], [0.052, 0.051, -0.052], [0.056, 0.089, 0.093], [-0.177, 0.068, -0.034], [0.041, 0.426, 0.583], [-0.117, -0.065, 0.152], [-0.082, -0.035, 0.067], [0.003, 0.022, -0.018], [-0.032, -0.029, 0.024], [0.071, -0.066, -0.037], [-0.043, 0.090, -0.021], [-0.038, -0.038, -0.027], [-0.035, -0.082, 0.042], [-0.051, -0.049, -0.030], [-0.027, -0.085, -0.037], [0.097, -0.070, 0.022], [0.048, 0.045, 0.014], [0.058, 0.002, 0.033], [-0.019, -0.048, -0.016], [-0.070, -0.064, -0.011], [-0.026, -0.047, 0.074], [0.021, 0.054, 0.064], [0.036, 0.057, 0.038], [0.200, -0.075, 0.261], [0.086, 0.123, -0.030], [-0.062, -0.019, 0.036], [-0.086, -0.021, 0.020], [-0.029, -0.048, -0.065], [0.106, -0.004, -0.102], [0.080, -0.005, -0.037], [0.119, 0.046, 0.012], [0.079, -0.015, -0.001]], "e_tot_ha": -2635.914340, "e_homo_ev": [-9.779, -9.779], "orbital_gap_ha": [0.204, 0.192], "total_charge": 1, "lumo_ha": [-0.155, -0.167]}

{"formula": "C39H39BrF5N5O2ReSSe", "method": "wB97M-V/def2-TZVPD", "species": ["Re", "Br", "C", "C", "C", "C", "C", "C", "N", "N", "C", "C", "C", "C", "O", "C", "N", "C", "C", "C", "C", "H", "H", "H", "H", "H", "H", "H", "H", "H", "F", "C", "C", "F", "C", "F", "C", "Se", "C", "F", "C", "F", "C", "C", "S", "O", "C", "C", "H", "H", "H", "H", "H", "H", "H", "H", "H", "H", "C", "C", "C", "C", "C", "C", "C", "C", "C", "C", "C", "C", "N", "H", "H", "H", "H", "H", "H", "H", "H", "H", "H", "H", "H", "H", "H", "H", "H", "H", "C", "C", "N", "H", "H", "H"], "positions_angstrom": [[0.0083, 0.2173, 0.9485], [7.4157, -3.2253, 2.5158], [7.2129, -1.6918, 1.4235], [7.6626, -0.4646, 1.8812], [7.5306, 0.6483, 1.0661], [6.9050, 0.5419, -0.1682], [6.4700, -0.6989, -0.6240], [6.6372, -1.8217, 0.1689], [6.9160, 1.6958, -1.0240], [5.9166, 2.0560, -1.6559], [4.6261, 1.4811, -1.4124], [3.9141, 1.0220, -2.4958], [2.6293, 0.4741, -2.3778], [2.0142, 0.4536, -1.1430], [0.8054, -0.0018, -0.9159], [2.7210, 0.9760, -0.0241], [2.0130, 0.9678, 1.1493], [2.5501, 1.5236, 2.2183], [3.8119, 2.1362, 2.1823], [4.5385, 2.1390, 1.0241], [4.0149, 1.5149, -0.1312], [8.1305, -0.3835, 2.8522], [7.9162, 1.6090, 1.3836], [6.0245, -0.7924, -1.6048], [6.3271, -2.7935, -0.1888], [4.3858, 1.0728, -3.4698], [2.0906, 0.0964, -3.2369], [1.9559, 1.5058, 3.1221], [4.1852, 2.6158, 3.0760], [5.4921, 2.6471, 0.9809], [-4.6885, -5.9109, -5.5019], [-3.8404, -5.0672, -4.9008], [-2.8255, -5.5454, -4.0924], [-2.6937, -6.8670, -3.9082], [-1.9602, -4.6607, -3.4778], [-1.0016, -5.2073, -2.7021], [-2.0411, -3.2762, -3.6206], [-0.8549, -2.0809, -2.7419], [-3.0813, -2.8416, -4.4421], [-3.2778, -1.5274, -4.6423], [-3.9653, -3.7012, -5.0704], [-4.9490, -3.2194, -5.8420], [3.6999, -3.3904, 1.8322], [2.2068, -3.1456, 1.9757], [1.4863, -2.6198, 0.4058], [0.1991, -1.8905, 0.8366], [0.8825, -4.1745, -0.2601], [-0.2801, -4.7714, 0.5141], [4.1374, -3.6359, 2.7990], [4.2029, -2.5016, 1.4495], [3.9109, -4.2195, 1.1545], [1.9935, -2.3100, 2.6449], [1.6660, -4.0192, 2.3392], [1.7623, -4.8240, -0.2908], [0.5928, -3.9121, -1.2808], [0.0469, -5.3454, 1.3815], [-0.8318, -5.4334, -0.1507], [-0.9608, -3.9866, 0.8413], [0.3661, -0.3386, 4.7308], [-1.1551, -0.1966, 4.8201], [-1.8624, -1.3420, 4.0889], [-1.7059, 1.1610, 4.4137], [-2.5932, 1.7827, 5.2830], [-3.1408, 3.0203, 4.9904], [-2.7733, 3.6772, 3.8286], [-1.8887, 3.1073, 2.9205], [-1.5272, 3.9110, 1.6833], [-0.0227, 4.1101, 1.4888], [-2.1938, 3.3816, 0.4095], [-1.3986, 1.8171, 3.2045], [-0.6724, 1.1341, 2.2435], [0.6786, -1.2356, 5.2693], [0.8714, 0.5173, 5.1839], [0.7021, -0.4328, 3.6986], [-1.4023, -0.2871, 5.8818], [-1.6488, -1.3184, 3.0192], [-2.9434, -1.2836, 4.2234], [-1.5227, -2.3043, 4.4785], [-2.8522, 1.2844, 6.2099], [-3.8422, 3.4794, 5.6750], [-3.1758, 4.6605, 3.6166], [-1.9440, 4.9052, 1.8685], [0.4772, 3.1763, 1.2398], [0.4394, 4.5204, 2.3890], [0.1521, 4.8098, 0.6696], [-1.7169, 2.4655, 0.0572], [-2.1178, 4.1230, -0.3877], [-3.2510, 3.1690, 0.5759], [-3.9525, -1.3616, -0.8885], [-2.8080, -0.8326, -0.1759], [-1.8910, -0.4162, 0.3640], [-4.2125, -2.3447, -0.5005], [-3.6451, -1.4483, -1.9325], [-4.8013, -0.6861, -0.7944]], "forces_ev_per_a": [[-0.501, 0.302, 0.115], [0.011, -0.002, -0.001], [-0.001, 0.004, -0.007], [-0.012, 0.005, 0.012], [-0.018, 0.011, 0.017], [0.022, -0.047, -0.009], [0.032, 0.006, -0.005], [-0.015, -0.001, 0.015], [0.060, -0.075, -0.057], [-0.044, 0.161, 0.091], [-0.079, -0.046, -0.064], [0.056, -0.033, 0.024], [-0.041, 0.047, 0.026], [0.059, -0.061, 0.010], [-0.134, 0.120, -0.034], [-0.033, 0.043, -0.022], [0.025, -0.207, 0.043], [0.023, -0.067, 0.004], [-0.011, 0.017, -0.005], [0.011, -0.006, 0.002], [-0.041, 0.093, -0.023], [0.003, -0.001, -0.001], [0.010, -0.002, -0.006], [0.006, -0.008, 0.006], [-0.016, -0.009, -0.002], [-0.011, 0.001, -0.005], [0.010, -0.006, -0.002], [0.008, 0.010, -0.002], [0.000, -0.002, 0.002], [0.023, -0.037, 0.009], [-0.001, 0.001, 0.002], [0.009, 0.000, 0.011], [-0.011, -0.004, -0.013], [0.003, 0.005, -0.003], [0.023, 0.009, -0.003], [0.003, 0.008, 0.004], [0.021, -0.094, 0.026], [-0.090, 0.025, -0.009], [0.006, 0.014, 0.028], [-0.009, 0.005, 0.009], [0.011, 0.007, -0.003], [0.000, 0.001, -0.002], [-0.011, -0.022, -0.008], [-0.025, -0.026, 0.005], [-0.012, 0.002, -0.036], [0.196, -0.205, 0.239], [0.093, -0.051, -0.030], [0.027, 0.014, 0.038], [-0.006, -0.010, -0.005], [0.017, 0.000, 0.008], [0.004, 0.002, -0.002], [0.035, 0.017, -0.013], [-0.026, 0.029, 0.015], [-0.002, -0.001, -0.039], [-0.053, 0.034, 0.004], [-0.013, 0.020, 0.017], [0.024, -0.033, -0.004], [-0.022, 0.000, -0.035], [0.003, 0.029, 0.029], [-0.040, -0.018, -0.040], [0.016, -0.004, -0.028], [-0.001, 0.009, 0.027], [0.076, 0.030, 0.041], [-0.005, -0.007, -0.011], [0.049, 0.031, 0.021], [0.004, 0.012, 0.022], [-0.023, -0.016, -0.026], [-0.001, 0.027, 0.019], [0.012, -0.049, -0.025], [0.011, -0.028, -0.040], [0.228, 0.081, -0.075], [0.004, 0.004, 0.005], [-0.003, -0.002, 0.014], [-0.006, -0.013, 0.000], [-0.043, -0.030, -0.013], [0.007, -0.002, 0.001], [0.002, 0.007, 0.000], [0.000, 0.004, -0.001], [-0.006, 0.002, -0.003], [0.012, 0.007, 0.007], [-0.002, -0.001, 0.002], [-0.038, -0.014, -0.010], [-0.003, 0.010, -0.018], [0.001, -0.001, 0.003], [0.000, 0.006, 0.005], [-0.001, -0.002, 0.026], [0.014, -0.002, -0.001], [-0.006, 0.024, 0.005], [-0.010, 0.040, -0.051], [0.060, -0.095, -0.052], [0.060, 0.028, -0.134], [0.029, -0.006, -0.009], [-0.006, -0.028, -0.035], [0.012, 0.012, 0.011]], "e_tot_ha": -7884.960931, "e_homo_ev": [-6.259, -6.260], "multiplicity": 2, "orbital_gap_ha": [0.193, 0.191], "e_above_lowest_kcal_mol": 15.7, "lumo_ha": [-0.037, -0.039]}